Entry 1:
The following is a DFT calculation (ωB97M-V/def2-TZVPD) of a molecular structure, C49H47AsCrN7OP at a distorted geometry.

Computed properties:
2S+1 = 4
E = -162591.77777 eV
Expectation value of S² = 3.89
Charge = +1
Maximum force = 0.1182 Eh/bohr

```
107
Properties=species:S:1:pos:R:3:forces:R:3:mulliken_charge:R:1
Cr 0.331 -0.587 -0.233 0.2 0.2 -1.0 -0.89
C -3.394 1.585 -0.225 -1.5 -0.7 -1.3 -0.77
C -2.309 0.840 -0.676 1.8 -1.2 0.6 -0.35
N -1.181 0.817 0.089 -1.4 -0.7 -1.8 1.01
C -1.051 1.638 1.118 -0.3 1.3 -0.1 -0.34
C -2.120 2.423 1.476 -1.4 -1.2 -1.6 -0.30
N -3.313 2.352 0.823 1.2 0.7 1.8 -0.57
C 0.315 1.756 1.666 0.7 -1.8 -0.2 -0.27
C 0.774 2.479 2.751 -0.8 -0.5 -0.5 -0.22
C 2.045 2.190 3.223 0.1 0.9 1.3 0.84
C 2.894 1.368 2.517 1.3 -1.1 -0.9 -0.69
C 2.396 0.638 1.425 -1.1 2.7 0.1 -0.86
N 1.113 0.865 1.039 1.1 -0.3 0.8 1.41
C 3.124 -0.231 0.528 -1.5 -2.5 -2.0 -0.29
C 4.483 -0.293 0.319 0.5 0.2 0.7 -0.22
N 5.045 -1.288 -0.327 -0.7 -1.2 -2.6 -0.55
C 4.219 -2.141 -1.032 3.6 0.7 1.4 -1.08
C 2.890 -2.088 -0.908 -1.8 -0.5 0.0 -0.38
N 2.321 -1.140 -0.194 0.5 1.5 2.0 1.28
C 2.529 2.747 4.517 1.2 0.7 1.1 0.55
C 3.634 2.205 5.222 -1.8 -0.7 -0.7 -0.38
C 4.007 2.705 6.446 1.5 1.1 0.8 -0.34
N 3.623 3.917 6.934 -1.0 -0.9 -1.2 -0.56
C 2.609 4.482 6.225 0.7 -0.7 1.6 -0.42
C 2.009 3.879 5.145 0.4 -0.4 -0.9 -0.58
H -4.427 1.476 -0.672 1.5 0.3 0.2 0.43
H -2.191 0.145 -1.545 -0.8 0.7 0.6 0.48
H -2.070 2.974 2.354 -0.1 1.4 1.3 0.57
H 0.070 3.158 3.199 0.2 0.2 0.5 0.39
H 3.968 1.331 2.812 -1.1 -0.3 -0.3 0.78
H 5.151 0.495 0.670 -0.1 -0.3 0.4 0.52
H 4.660 -2.897 -1.672 0.3 0.1 0.3 0.49
H 2.292 -2.911 -1.319 -0.1 0.8 -0.1 0.66
H 4.018 1.249 4.914 0.4 -0.2 -0.1 0.13
H 4.799 2.141 7.004 -0.9 0.8 -0.3 0.33
H 2.148 5.398 6.611 0.6 -0.2 -0.1 0.35
H 1.170 4.378 4.768 -1.2 0.6 -0.7 0.35
O -1.575 -1.726 -2.001 1.3 -1.3 2.5 -0.73
C -0.882 -2.122 -1.002 -0.1 4.8 -3.7 0.40
C -0.921 -3.442 -0.560 -0.7 -2.1 0.8 -0.08
C -1.699 -4.344 -1.299 0.7 -0.1 0.9 -0.66
C -2.015 -5.545 -0.677 0.0 -0.8 0.2 -0.69
C -1.565 -5.820 0.660 -0.1 0.2 -0.4 -0.80
C -0.959 -4.795 1.428 0.6 -2.5 -1.5 -0.56
C -0.491 -3.690 0.735 -1.1 0.7 1.7 0.39
P 0.081 -2.319 1.828 -1.3 0.7 -2.1 2.74
C -1.307 -2.088 2.970 -0.5 0.3 0.7 0.31
C -2.625 -1.977 2.504 -0.2 0.7 1.9 -0.68
C -3.681 -1.521 3.349 1.3 -0.9 -1.0 -0.64
C -3.417 -1.197 4.683 0.3 -0.2 0.3 -0.74
C -2.123 -1.442 5.176 -0.2 0.5 0.9 -0.57
C -1.089 -1.834 4.337 -0.2 0.1 0.0 -0.54
C 1.429 -2.972 2.736 2.3 -2.0 -1.9 0.17
C 2.088 -4.220 2.336 -0.8 1.2 1.9 -0.82
C 3.215 -4.583 3.066 0.5 -0.8 -1.7 -0.86
C 3.855 -3.743 3.954 -0.6 1.8 0.9 -0.64
C 3.363 -2.439 4.131 -0.1 -0.4 0.3 -0.89
C 2.182 -2.065 3.441 0.8 1.1 1.8 0.04
H -1.907 -3.917 -2.284 -0.6 -0.9 0.2 0.57
H -2.628 -6.306 -1.195 0.6 0.4 0.3 0.38
H -1.622 -6.872 1.049 -0.5 1.3 -0.2 0.36
H -0.632 -5.020 2.441 -0.3 0.2 -0.1 0.54
H -2.908 -2.220 1.515 0.0 -0.3 -1.0 0.47
H -4.614 -1.593 2.795 -0.3 0.7 0.9 0.43
H -4.114 -0.772 5.420 -0.1 -0.4 -0.8 0.40
H -1.918 -1.283 6.281 -0.2 -0.1 -1.6 0.34
H -0.114 -1.908 4.797 0.2 -0.2 -0.2 0.40
H 1.679 -4.908 1.592 0.0 0.4 0.3 0.45
H 3.730 -5.499 2.765 -0.3 0.0 0.3 0.36
H 4.703 -4.015 4.569 0.1 -0.4 -0.4 0.45
H 3.883 -1.793 4.887 -0.7 -0.4 -1.1 0.35
H 1.824 -1.015 3.515 0.2 -0.8 0.2 0.60
C -6.014 2.923 -4.129 0.0 1.0 -0.5 -1.07
As -7.196 4.603 -4.478 1.3 -0.6 1.0 0.25
C -6.370 4.813 -6.238 -0.3 -0.1 0.4 -1.10
C -6.127 5.971 -3.513 1.5 -0.5 1.1 -0.90
H -6.306 2.321 -5.009 0.4 -0.1 0.6 0.36
H -6.172 2.376 -3.190 -0.3 0.3 -0.3 0.29
H -4.927 3.195 -4.192 -1.0 -0.1 -0.1 0.27
H -6.518 5.836 -6.630 0.4 -0.6 0.2 0.37
H -7.025 4.135 -6.765 0.2 -0.2 -0.9 0.38
H -5.344 4.401 -6.198 -0.5 0.7 -0.3 0.30
H -5.329 6.449 -4.145 -0.9 -0.4 0.5 0.29
H -6.783 6.711 -3.076 -0.2 0.4 -0.2 0.35
H -5.601 5.528 -2.597 -0.6 0.3 -1.3 0.22
C 3.586 -0.047 -4.367 -0.6 -0.6 0.3 -0.82
N 2.436 -0.739 -4.956 0.7 -1.0 -1.1 0.29
C 2.741 -1.504 -6.202 0.3 0.4 1.0 -1.04
C 1.455 -1.312 -4.006 -0.1 -0.7 -2.3 -0.47
C 0.764 -0.083 -3.543 -1.6 -0.4 -1.3 0.27
C 0.234 0.659 -4.626 0.1 0.6 1.4 -0.93
C -0.158 1.964 -4.434 0.9 1.0 1.3 -1.00
C 0.176 2.555 -3.174 -0.1 -2.2 -0.9 -1.09
C 0.571 1.713 -2.120 -1.1 3.3 0.1 -0.11
C 0.675 0.375 -2.256 0.7 -2.0 2.0 1.75
H 4.303 0.201 -5.153 -0.3 0.4 0.1 0.38
H 4.142 -0.655 -3.645 0.2 -0.5 0.1 0.18
H 3.262 0.805 -3.746 0.0 0.1 -0.7 0.19
H 3.289 -0.801 -6.849 -0.1 -0.5 0.1 0.35
H 1.825 -1.797 -6.735 0.1 0.2 0.4 0.33
H 3.349 -2.430 -6.050 -0.2 0.5 0.0 0.30
H 1.955 -1.837 -3.181 -0.3 -0.4 -0.2 -0.30
H 0.754 -1.996 -4.680 1.4 1.1 1.8 0.33
H 0.236 0.260 -5.611 -0.1 -0.5 -0.6 0.49
H -0.524 2.576 -5.254 0.0 -0.1 0.1 0.47
H 0.150 3.595 -3.050 -0.3 1.3 0.2 0.58
H 0.680 2.188 -1.132 0.0 -0.1 -0.4 0.07
```
Forces are in eV/Å.


Entry 2:
The following is a DFT calculation (ωB97M-V/def2-TZVPD) of a molecular structure, C7H15CrN3O11 at a distorted geometry.

Computed properties:
2S+1 = 5
ΔE to the lowest compared entry with this formula, charge and spin = 33.9 kcal/mol
E = -62915.06831 eV
Expectation value of S² = 6.01
Charge = -2
Maximum force = 0.1328 Eh/bohr

```
37
Properties=species:S:1:pos:R:3:forces:R:3:mulliken_charge:R:1
Cr 0.587 0.367 -0.211 -0.1 -1.1 2.7 1.10
C 0.927 3.434 2.847 1.8 1.6 -0.3 -1.23
C 0.714 2.174 2.133 -4.7 -4.8 1.2 0.90
O 0.927 2.100 0.889 1.4 0.6 -1.8 -0.52
O -0.033 1.289 2.686 2.4 2.6 -0.2 -0.57
H 1.693 3.995 2.312 -0.1 0.5 -0.5 0.32
H 1.393 3.403 3.832 -0.9 -0.5 0.4 0.33
H -0.030 3.946 2.746 0.1 0.3 0.6 0.21
C -2.594 -2.477 0.048 0.3 -1.1 -1.6 -1.11
C -2.058 -1.449 0.984 0.6 1.0 2.1 0.52
O -2.259 -1.613 2.183 -1.5 -1.4 1.0 -0.72
O -1.387 -0.454 0.630 0.5 1.5 -2.9 -0.47
H -2.212 -3.431 0.412 -0.6 -0.2 0.3 0.29
H -2.232 -2.470 -0.980 0.4 0.7 -0.1 0.25
H -3.677 -2.465 -0.077 -0.2 -0.1 0.6 0.29
C 2.656 -2.829 2.377 2.2 -1.0 -2.3 -1.32
C 1.771 -1.644 2.138 -2.7 2.1 1.3 0.62
O 0.817 -1.561 2.914 0.1 -0.8 0.5 -0.59
O 1.959 -0.731 1.249 1.1 -0.9 -1.2 -0.72
H 3.401 -2.818 3.173 -0.5 0.4 0.5 0.29
H 3.292 -2.910 1.495 0.5 0.2 -0.4 0.35
H 2.202 -3.818 2.312 -0.8 0.3 0.7 0.32
N 0.755 -1.914 -2.729 1.2 1.9 1.3 0.66
O 1.905 -2.080 -3.209 0.2 0.5 0.9 -0.70
O -0.194 -2.352 -3.287 -2.6 -1.8 -2.0 -0.60
O 0.512 -1.222 -1.685 1.1 -0.6 -0.3 -0.07
C -1.499 1.699 -2.187 2.9 -1.2 0.2 0.42
O -0.363 1.463 -1.723 -1.8 1.9 -1.6 -0.48
N -1.790 2.319 -3.346 2.8 2.2 -2.6 -0.50
N -2.604 1.216 -1.777 -3.9 -1.5 2.7 -0.26
H -2.705 2.644 -3.623 0.5 0.0 0.3 0.16
H -0.971 2.793 -3.698 -0.4 0.2 -0.5 0.25
H -3.386 1.574 -2.308 -0.3 -0.7 1.0 0.12
H -2.689 0.861 -0.836 0.1 -0.6 0.3 0.24
O 2.208 0.908 -1.558 1.2 0.5 -0.5 -0.22
H 2.353 1.764 -1.961 -0.2 0.4 0.1 0.22
H 2.612 0.287 -2.163 -0.1 -0.8 -0.1 0.22
```
Forces are in eV/Å.


Entry 3:
The following is a DFT calculation (ωB97M-V/def2-TZVPD) of 9 unconnected molecules or ions with the total composition C12H43N17O9 at a distorted geometry.

Computed properties:
ΔE to the lowest compared entry with this formula, charge and spin = 182.2 kcal/mol
SMILES = COC[C@H](C)N.NC(N)=O.NC(N)=O.NC(N)=O.NC(N)=O.NC(N)=O.NC(N)=O.NC(N)=O.NC(N)=O
E = -56902.33375 eV
Maximum force = 0.1684 Eh/bohr

```
81
Properties=species:S:1:pos:R:3:forces:R:3:mulliken_charge:R:1
C 5.425 -5.057 2.690 0.0 -0.5 0.5 -0.82
O 5.508 -3.654 2.775 0.1 0.4 -0.6 -0.29
C 6.842 -3.183 2.739 1.2 0.1 1.5 -0.84
C 7.068 -1.849 2.088 -0.3 0.7 -0.9 0.69
C 6.893 -2.048 0.608 -0.8 0.2 -1.4 -1.33
N 8.420 -1.327 2.255 1.2 -0.7 0.5 -0.75
H 5.695 -5.478 1.722 0.2 0.3 -0.2 0.32
H 4.415 -5.406 2.906 -0.1 0.5 0.0 0.24
H 6.060 -5.508 3.453 0.2 -0.2 0.1 0.37
H 7.241 -3.057 3.745 -0.3 -0.2 0.8 0.27
H 7.561 -3.883 2.313 -0.3 -0.4 -0.5 0.43
H 6.461 -1.059 2.530 -1.1 -0.4 -0.3 0.29
H 7.454 -2.902 0.228 0.6 0.1 0.3 0.32
H 7.205 -1.167 0.048 0.0 0.0 0.0 0.35
H 5.889 -2.310 0.276 -0.4 0.3 0.4 0.30
H 8.834 -1.599 3.135 0.0 -0.1 0.2 0.20
H 8.441 -0.317 2.251 -0.2 0.0 -0.2 0.26
N -5.531 6.305 1.393 -0.2 3.2 -5.2 -0.37
C -5.523 5.460 2.372 1.8 -4.1 -3.6 0.60
N -5.782 6.017 3.452 -1.5 3.1 7.0 -0.33
O -5.214 4.298 2.238 0.1 -2.0 -0.3 -0.67
H -5.664 7.298 1.524 0.0 -0.3 -0.1 0.13
H -5.463 6.011 0.429 0.1 -0.2 0.4 0.21
H -5.403 5.545 4.261 -0.4 0.6 0.3 0.26
H -5.860 7.017 3.333 0.0 -0.2 1.5 0.17
N -2.235 0.380 -7.303 0.0 -3.9 -3.5 -0.41
C -1.953 0.765 -6.105 2.7 1.9 2.0 0.67
N -2.649 1.868 -5.885 -1.7 2.5 2.1 -0.43
O -0.993 0.368 -5.443 -0.8 -0.4 0.2 -0.67
H -3.003 0.738 -7.853 0.3 -0.4 0.1 0.19
H -1.847 -0.548 -7.403 -0.4 -0.1 -1.2 0.24
H -2.504 2.386 -5.030 -0.3 -0.2 -0.1 0.22
H -3.554 1.896 -6.331 0.1 0.5 0.5 0.19
N 0.907 4.342 4.700 3.6 -3.2 -1.6 -0.38
C 0.131 5.065 5.438 1.8 -1.8 5.4 0.64
N -0.663 5.754 4.773 -5.9 4.9 -4.0 -0.38
O 0.115 5.111 6.672 0.7 -0.3 0.2 -0.70
H 0.783 4.229 3.704 0.1 0.0 0.4 0.18
H 1.559 3.729 5.169 -0.2 0.0 -0.2 0.22
H -1.366 6.223 5.327 0.0 0.0 -0.4 0.23
H -0.837 5.568 3.796 -0.1 0.3 0.3 0.19
N -9.639 2.857 0.471 -1.6 2.9 2.0 -0.35
C -9.383 2.042 -0.500 -2.9 -4.3 -2.9 0.65
N -8.112 1.735 -0.669 1.6 0.1 -0.4 -0.40
O -10.247 1.366 -1.147 1.1 2.2 1.2 -0.70
H -10.568 3.253 0.460 0.3 0.1 0.5 0.23
H -8.900 3.230 1.050 -0.5 0.2 -0.1 0.16
H -8.121 0.762 -0.937 1.3 0.0 0.0 0.22
H -7.500 2.220 -0.027 0.7 -1.0 -0.3 0.18
N -3.515 -3.116 -3.135 3.2 -0.5 1.4 -0.39
C -4.659 -2.757 -3.669 -0.7 0.9 1.2 0.66
N -4.912 -3.392 -4.801 -0.7 -1.4 -2.6 -0.52
O -5.431 -1.983 -3.170 -1.2 1.2 1.1 -0.64
H -2.916 -3.779 -3.606 -0.2 0.1 0.3 0.20
H -3.137 -2.619 -2.342 -0.2 -0.1 -0.2 0.22
H -4.148 -3.299 -5.456 -0.6 -0.4 -0.5 0.22
H -5.873 -3.242 -5.072 0.4 0.1 -0.7 0.24
N 2.754 -1.271 5.154 -2.3 -1.2 -2.3 -0.35
C 3.355 -0.774 6.194 -0.2 4.6 2.3 0.72
N 4.501 -1.396 6.397 3.1 -1.9 1.1 -0.38
O 2.997 0.260 6.812 0.4 -1.9 -0.9 -0.68
H 3.242 -2.001 4.655 -0.7 0.3 -0.4 0.15
H 1.896 -0.835 4.847 0.2 -0.4 -0.1 0.21
H 4.610 -2.335 6.039 0.2 0.3 0.1 0.15
H 5.268 -1.047 6.954 -0.7 0.1 0.1 0.20
N 4.192 -4.754 -6.919 3.2 -2.7 -2.4 -0.38
C 3.286 -4.150 -6.234 -1.7 0.2 1.0 0.66
N 3.382 -2.823 -6.293 -1.1 2.5 1.0 -0.39
O 2.420 -4.760 -5.631 -0.7 0.1 0.5 -0.67
H 4.930 -4.254 -7.394 -0.2 -0.5 0.1 0.17
H 4.110 -5.759 -6.972 0.3 0.3 -0.1 0.22
H 4.043 -2.259 -6.808 -0.2 -0.4 0.2 0.17
H 2.632 -2.382 -5.780 0.3 0.4 -0.2 0.22
N 0.382 -0.550 -0.788 3.7 -4.7 -3.6 -0.35
C -0.338 0.349 -0.256 1.1 1.1 3.9 0.70
N -1.384 0.679 -0.876 -4.9 1.4 -4.0 -0.33
O -0.076 0.797 0.817 0.9 1.6 3.9 -0.71
H 0.250 -0.766 -1.766 0.3 -0.4 0.2 0.14
H 1.179 -0.951 -0.315 -0.2 0.5 -0.1 0.20
H -1.386 0.382 -1.842 -1.2 0.5 0.0 0.14
H -2.050 1.298 -0.437 0.2 -0.1 -0.5 0.20
```
Forces are in eV/Å.